The following is a DFT calculation (ωB97M-V with the def2-TZVPD basis set) of a structure of composition C30H20Cl5N5O6Sr.

Geometry as XYZ:
```
67
Properties=species:S:1:pos:R:3:forces:R:3
Sr 0.8967 0.2977 0.1375 0.7 -0.3 0.4
O 1.9733 3.4742 3.5339 0.0 0.0 0.0
C 1.4800 2.8206 2.4831 0.0 0.0 0.0
O 2.1707 2.1982 1.7093 -0.1 -0.1 0.0
C -0.0060 2.9168 2.3528 0.0 0.0 0.0
C -0.8194 3.6287 3.2143 0.0 0.0 0.0
C -2.1899 3.5994 2.9689 0.0 0.0 0.0
C -2.6769 2.8686 1.9011 0.0 0.1 0.0
C -1.7765 2.1800 1.0881 -0.2 0.1 0.1
N -0.4746 2.2184 1.3215 0.0 -0.1 -0.1
C -2.2764 1.2912 -0.0627 0.0 0.0 0.0
O -3.4995 1.3066 -0.2449 0.0 0.0 0.0
O -1.4004 0.6243 -0.6705 -0.2 0.1 0.0
H 2.9333 3.3312 3.5431 0.0 0.0 0.0
H -0.4005 4.1777 4.0447 0.0 0.0 0.0
H -2.8684 4.1382 3.6170 0.0 0.0 0.0
H -3.7313 2.8015 1.6756 0.0 0.0 0.0
C 0.8732 -3.0210 -3.3559 0.0 0.0 0.0
C 0.6403 -2.3315 -4.5321 0.0 0.0 0.0
C 0.6312 -0.9467 -4.5164 0.1 0.0 0.1
C 0.8499 -0.2796 -3.3147 -0.1 -0.1 -0.1
N 1.0584 -0.9537 -2.1809 -0.1 0.1 0.0
C 1.0796 -2.2821 -2.2031 0.0 0.0 0.0
C 0.8720 1.2135 -3.2335 0.0 0.1 -0.1
C 0.6294 2.0082 -4.3510 0.0 0.0 0.0
C 0.6744 3.3859 -4.2282 0.0 0.0 0.0
C 0.9658 3.9438 -2.9958 0.0 0.0 0.0
C 1.1941 3.0840 -1.9358 0.0 0.0 0.0
N 1.1468 1.7606 -2.0462 -0.1 0.0 0.0
H 0.8974 -4.1007 -3.3234 0.0 0.0 0.0
H 0.4709 -2.8642 -5.4585 0.0 0.0 0.0
H 0.4599 -0.4069 -5.4341 0.0 0.0 0.0
H 1.2810 -2.7725 -1.2557 0.0 0.0 0.0
H 0.4007 1.5685 -5.3088 0.0 0.0 0.0
H 0.4833 4.0148 -5.0875 0.0 0.0 0.0
H 1.0153 5.0137 -2.8523 0.0 0.0 0.0
H 1.4264 3.4737 -0.9500 0.0 0.0 0.0
Cl 2.1694 -2.4059 2.8826 0.1 0.0 -0.1
C 3.5268 -1.9239 1.8482 -0.3 -0.1 0.1
C 3.2433 -1.0991 0.7803 -0.3 0.2 -0.1
C 4.3418 -0.7415 0.0318 0.1 0.1 -0.2
Cl 4.0830 0.3670 -1.3421 0.0 -0.1 0.2
C 5.6452 -1.1636 0.2752 0.0 -0.1 0.1
Cl 6.9703 -0.6744 -0.7137 0.0 0.0 0.0
C 5.8645 -2.0087 1.3636 0.0 0.0 0.0
Cl 7.4555 -2.5723 1.7133 0.0 0.0 0.0
C 4.7933 -2.3967 2.1712 0.0 0.1 -0.1
Cl 5.0638 -3.4322 3.5218 0.0 0.0 0.0
O -4.9121 -1.0079 -0.4791 0.0 0.0 -0.1
C -3.9300 -1.8300 -1.0483 0.0 0.0 0.0
N -3.8666 -3.1190 -0.3790 0.0 0.0 0.1
C -3.6910 -3.3081 0.9663 -0.1 0.1 -0.1
O -4.1687 -4.2652 1.5440 0.0 0.0 0.0
C -2.8491 -2.3305 1.7332 0.0 0.0 0.0
C -3.1649 -2.0745 3.0620 0.0 0.0 0.0
C -2.3492 -1.2332 3.7958 0.1 0.0 0.0
C -1.2372 -0.6790 3.1777 -0.1 0.0 0.0
N -0.9214 -0.9221 1.9095 0.2 0.0 -0.2
C -1.7097 -1.7424 1.2131 0.0 0.0 0.0
H -4.5334 -0.1040 -0.4466 0.0 -0.1 0.0
H -2.9649 -1.3251 -1.0320 0.0 0.0 0.0
H -4.1661 -2.0584 -2.0921 0.0 0.0 0.0
H -4.4965 -3.8193 -0.7448 0.0 0.0 0.0
H -4.0364 -2.5481 3.4937 0.0 0.0 0.0
H -2.5571 -1.0083 4.8325 0.0 0.0 0.0
H -0.5745 -0.0153 3.7226 0.0 0.0 0.0
H -1.4125 -1.9391 0.1901 0.0 0.0 0.0
```
Positions in Å, forces in eV/Å.

Calculated values
ΔE to the lowest compared entry with this formula, charge and spin	0.0	kcal per mole
molecular weight	811.4	g/mol
spin multiplicity	1
HOMO energy	-8.2020	eV
orbital gap	7.470	eV
electronic energy	-4212.32777	Ha

The following is a DFT calculation (ωB97M-V with the def2-TZVPD basis set) of a structure of composition C48H66F14N3O16P3S5 at a distorted geometry.

Geometry as XYZ:
```
155
Properties=species:S:1:pos:R:3:forces:R:3
C -5.9092 3.9071 2.7106 -0.1 0.3 -0.7
C -5.2077 3.4252 1.3517 0.4 0.1 1.1
C -4.6040 1.9812 1.4937 0.5 -0.7 -0.1
C -3.3710 1.6905 2.2448 -1.3 -0.2 -0.9
C -2.6759 2.8954 2.9608 0.5 0.1 0.0
C -1.3312 3.3694 2.2350 -0.7 1.0 0.4
C -1.5166 3.5971 0.6773 0.6 0.0 0.0
S -1.0273 2.0262 -0.1431 0.4 -0.5 -1.0
C -0.4812 2.3340 -1.8329 -0.5 1.5 0.6
S -0.5430 3.8780 -2.4181 -0.1 -1.3 0.1
N -0.0259 1.1624 -2.5633 -0.5 1.1 -0.6
C -0.7541 0.9365 -3.7933 -1.3 -1.1 -3.2
C -0.1348 0.1262 -4.8763 -2.0 0.4 -0.7
C -0.8583 -0.1682 -6.1301 -1.3 1.3 1.5
C -2.2290 0.3242 -6.3778 1.8 0.4 2.4
C -2.8394 1.1278 -5.3144 2.0 -1.1 -0.1
C -2.1215 1.4208 -4.0633 0.5 -1.0 -1.0
C 1.4221 1.1244 -2.7291 3.5 -1.2 0.6
C 2.0946 -0.1055 -2.2379 0.8 1.0 -0.4
C 3.5420 -0.3101 -2.2786 -1.2 2.2 -0.8
C 4.3828 0.7643 -2.8301 -2.7 -0.2 0.2
C 3.7206 1.9683 -3.3384 -0.6 -0.9 0.6
C 2.2586 2.1837 -3.2988 0.7 -2.3 0.8
C -2.7894 0.2811 2.3263 -3.0 -0.2 -2.6
S -1.2721 -0.1377 3.2432 -0.7 -0.4 6.0
O -1.5824 -1.3126 4.0750 0.1 0.6 -2.6
O -0.8509 0.9037 4.1947 -0.4 -0.1 -2.8
C 0.2248 -0.4144 2.1458 1.2 1.3 -1.5
F -0.0718 -0.6656 0.8380 0.3 -0.3 1.9
F 0.9080 0.8021 2.1525 -1.1 -1.6 0.2
C 1.2779 -1.4613 2.7625 1.6 0.2 -0.5
F 2.5211 -0.9975 2.3343 -1.7 -0.7 0.4
F 1.3249 -1.4182 4.1216 -0.5 -0.4 -1.9
F 1.1548 -2.7068 2.2515 -0.2 1.6 1.2
C -3.5269 -0.8015 1.6457 -0.3 2.2 1.0
S -3.0294 -2.5526 1.6335 3.1 -1.2 -4.6
O -3.4346 -3.0797 0.3235 -1.2 0.7 2.4
O -1.5936 -2.7884 1.7529 -1.5 1.1 1.4
C -3.8822 -3.4163 3.0503 -0.5 1.5 3.0
F -2.9712 -3.7542 4.0287 -1.3 -0.2 -2.0
F -4.6730 -2.4300 3.6642 0.7 -1.3 -1.1
C -4.8786 -4.5697 2.6683 -1.6 0.4 0.0
F -5.8217 -4.0145 1.8079 1.7 -0.6 1.2
F -5.5767 -4.9165 3.8109 1.3 0.4 -1.3
C -4.3065 -5.8886 2.0269 -0.8 -1.8 -1.1
F -4.2429 -5.8711 0.6447 0.1 0.7 2.1
F -5.2372 -6.8951 2.3092 1.2 1.4 0.0
C -2.9301 -6.4275 2.5715 0.9 -2.4 0.2
F -2.7840 -7.7077 2.0562 -0.3 1.8 0.5
F -1.8413 -5.7341 2.1639 -1.7 -0.4 0.9
F -2.9799 -6.6077 3.9371 0.2 1.0 -2.0
C -4.8068 -0.4868 0.9227 -1.8 0.8 -1.0
N -5.6725 -1.3449 0.2606 0.3 1.5 0.5
S -6.9213 -0.4850 -0.3606 1.6 0.6 1.0
N -6.5637 1.0901 0.0924 2.2 -2.9 1.1
C -5.3947 0.8973 0.7930 2.5 0.9 1.7
H -5.3000 3.6451 3.6190 -0.8 0.1 -0.9
H -6.9466 3.4806 2.7649 1.1 0.3 0.2
H -5.9958 5.0334 2.6774 0.0 -1.2 0.1
H -5.9468 3.4525 0.5095 0.7 -0.2 0.8
H -4.4202 4.1999 1.1346 -0.6 -1.0 0.1
H -3.3179 3.8210 3.0016 0.3 -1.3 -0.3
H -2.4926 2.6399 4.0462 0.1 0.1 -1.3
H -1.1269 4.3978 2.6647 -0.1 -1.1 -0.4
H -0.4454 2.7438 2.5053 -0.9 0.4 -0.5
H -2.5711 3.8226 0.3731 1.0 -0.1 0.4
H -0.8315 4.4084 0.3165 -0.7 -0.7 0.3
H 0.8810 -0.3284 -4.7930 -1.0 0.7 0.2
H -0.3687 -0.7843 -6.9240 -0.4 0.6 1.0
H -2.7429 0.0547 -7.3318 0.4 0.4 1.1
H -3.8771 1.4985 -5.4814 1.0 -0.2 0.4
H -2.6720 2.0146 -3.2972 0.6 -0.5 -0.7
H 1.4802 -0.9326 -1.7886 0.5 1.1 -0.6
H 3.9597 -1.2617 -1.8577 -0.4 1.1 -0.6
H 5.4899 0.6285 -2.8405 -1.1 0.4 -0.1
H 4.3916 2.7706 -3.7457 -0.9 -0.8 0.4
H 1.7605 3.1039 -3.6765 0.7 -0.8 0.3
O 4.1773 7.2296 -0.0094 2.2 -0.1 3.4
P 5.4586 6.5293 -0.4051 -2.4 -1.1 -8.2
O 5.8822 7.4891 -1.6905 0.6 0.3 1.2
C 5.7898 8.9066 -1.6156 0.0 0.5 -0.2
C 7.1443 9.5278 -1.3301 0.1 -0.1 0.1
O 4.7848 5.2747 -1.2273 0.6 -0.3 1.1
C 3.4651 4.8288 -0.9270 -0.4 0.0 -0.2
C 2.4756 5.4193 -1.9119 0.0 0.2 -0.1
O 6.9077 5.6892 -0.5943 -0.9 0.8 3.0
C 8.1297 6.2774 -0.1686 0.5 0.2 0.0
C 8.0922 6.7174 1.2804 0.0 -0.1 0.0
H 5.0684 9.2345 -0.8652 -0.1 -0.2 0.0
H 5.4300 9.2551 -2.5863 0.0 -0.1 0.0
H 7.4936 9.2493 -0.3317 0.0 0.1 0.0
H 7.0893 10.6168 -1.3791 0.0 0.0 0.0
H 7.8904 9.1810 -2.0481 -0.1 0.1 0.0
H 3.1934 5.0625 0.1039 0.0 0.1 -0.1
H 3.4591 3.7394 -1.0184 0.2 0.0 0.0
H 2.5433 6.5091 -1.9486 0.0 -0.1 0.2
H 1.4512 5.1411 -1.6479 0.2 0.1 0.0
H 2.6862 5.0624 -2.9223 0.0 -0.1 0.1
H 8.3925 7.1026 -0.8341 -0.2 0.1 0.0
H 8.9051 5.5194 -0.2937 -0.2 -0.1 -0.1
H 7.3215 7.4780 1.4474 0.0 0.1 0.0
H 9.0574 7.1355 1.5742 -0.1 0.0 0.0
H 7.8651 5.8710 1.9311 0.0 0.0 0.0
O 8.8115 -2.0307 1.4698 -3.5 -1.9 0.0
P 8.2499 -1.7922 2.8541 6.7 4.6 2.6
O 8.3547 -0.1363 2.8847 -1.2 -0.5 -0.4
C 7.9615 0.6486 1.7648 0.0 0.4 -0.2
C 6.5682 1.2183 1.9580 -0.1 -0.1 0.1
O 9.6054 -2.1563 3.7122 -1.0 -0.8 0.1
C 10.5902 -3.0376 3.1817 0.4 0.0 -0.2
C 11.7297 -2.2435 2.5739 0.1 0.2 -0.1
O 7.4850 -1.7416 4.3542 -1.2 -2.0 -2.2
C 6.1267 -1.3320 4.4410 -0.5 0.2 0.2
C 5.2162 -2.1334 3.5350 0.1 -0.1 0.1
H 8.0028 0.0853 0.8309 0.1 -0.1 0.1
H 8.6788 1.4686 1.6819 0.1 -0.1 0.1
H 5.8227 0.4181 1.9731 0.0 0.0 -0.1
H 6.3138 1.9040 1.1473 0.0 0.0 0.0
H 6.4951 1.7536 2.9073 0.0 0.0 -0.1
H 10.1540 -3.7302 2.4603 0.0 0.1 -0.1
H 10.9710 -3.6400 4.0105 -0.1 0.1 0.1
H 11.3698 -1.5301 1.8296 -0.1 -0.2 0.0
H 12.4570 -2.9054 2.0992 0.0 0.0 0.0
H 12.2385 -1.6589 3.3436 0.0 -0.1 0.0
H 6.0520 -0.2607 4.2414 0.1 0.0 -0.1
H 5.8189 -1.4759 5.4784 0.2 -0.1 0.0
H 5.4960 -2.0165 2.4819 0.0 0.1 0.0
H 4.1840 -1.8066 3.6546 0.1 0.0 -0.1
H 5.2771 -3.1967 3.7750 0.0 0.0 0.0
O -9.3914 -4.4668 -3.2173 0.4 1.1 3.9
P -8.9915 -5.7330 -2.4908 0.0 -4.9 -7.1
O -7.6737 -6.1446 -3.4091 0.2 0.7 1.1
C -6.7164 -5.1686 -3.8061 0.4 0.1 -0.3
C -5.4936 -5.2052 -2.9078 -0.1 -0.1 0.2
O -10.1057 -6.7393 -3.1636 -0.1 0.2 1.2
C -11.3383 -6.2327 -3.6650 -0.2 0.1 -0.4
C -11.2557 -6.0490 -5.1677 0.1 0.0 -0.2
O -8.6461 -7.0269 -1.4696 -0.8 2.8 1.4
C -7.5648 -6.9277 -0.5524 0.5 -0.1 0.3
C -7.6641 -5.7046 0.3331 -0.3 -0.2 -0.1
H -7.1348 -4.1606 -3.8179 -0.2 -0.1 0.0
H -6.4205 -5.4095 -4.8297 -0.1 -0.1 0.0
H -5.7523 -4.8981 -1.8902 0.1 0.1 0.0
H -4.7195 -4.5311 -3.2788 0.0 0.0 0.0
H -5.0824 -6.2154 -2.8517 0.0 0.0 -0.1
H -11.6192 -5.3059 -3.1621 0.1 0.0 -0.1
H -12.1132 -6.9678 -3.4326 0.2 -0.1 0.1
H -10.4066 -5.4231 -5.4497 -0.1 0.1 0.2
H -12.1689 -5.5931 -5.5559 0.0 0.0 0.0
H -11.1084 -7.0124 -5.6607 -0.1 0.0 0.1
H -6.6174 -6.9560 -1.0951 0.0 0.1 -0.1
H -7.5928 -7.8252 0.0686 -0.2 0.0 -0.1
H -7.6419 -4.7807 -0.2564 0.1 0.0 0.0
H -6.8387 -5.6832 1.0340 -0.2 0.0 -0.1
H -8.6007 -5.7141 0.8946 0.0 0.0 0.0
```
Positions in Å, forces in eV/Å.

Calculated values
molecular weight	1460.3	g/mol
spin multiplicity	1
HOMO energy	-8.3513	eV
orbital gap	5.638	eV
electronic energy	-7649.54953	Ha

Q: Which formula does entry 2 have?
A: C48H66F14N3O16P3S5

Q: Number 1 is which compound?
A: C30H20Cl5N5O6Sr